This record from the OMol25 dataset describes an isolated ion of composition C6H5Cl2O2 and charge -1. The level of theory is ωB97M-V with the def2-TZVPD basis set.

Atoms and positions in Å:
C -0.04 0.10 1.51
C -0.08 1.02 0.57
C -2.28 1.16 -1.34
C -0.29 -0.72 -1.52
C 0.19 0.48 -2.10
C -0.73 0.65 -0.99
O -3.04 0.29 -1.70
O -2.34 2.36 -1.09
Cl -1.19 -1.85 -2.55
Cl 1.95 0.74 -1.97
H 0.18 0.43 2.54
H -0.50 -0.90 1.63
H 0.28 2.01 0.64
H 0.40 -1.36 -0.97
H -0.34 0.87 -2.96

**Molar mass**: 180.01 g mol⁻¹
**LUMO level**: 3.289 eV
**Relative energy (zero: lowest compared OMol25 entry of this formula, charge and spin)**: 38.12 kcal per mole
**Multiplicity**: 1
**Net charge**: -1
**Frontier orbital gap**: 7.76 eV
**SMILES**: C=CC1(C(=O)[O-])[C@@H](Cl)[C@@H]1Cl
**HOMO**: -4.471 eV
**Energy**: -1302.4720 a.u.